Record 1
{
  "formula": "C4H9ClSi",
  "method": "ωB97M-V/def2-TZVPD",
  "elements": ["C", "C", "C", "C", "Si", "Cl", "H", "H", "H", "H", "H", "H", "H", "H", "H"],
  "positions_angstrom": [[-1.124351, -1.110908, -1.276973], [-0.292208, -0.966791, -0.229024], [-0.454908, -1.385004, 1.215467], [1.187742, 1.886907, 0.033113], [1.221232, 0.128285, -0.656651], [2.835638, -0.663393, 0.128967], [-1.042320, -0.697946, -2.291824], [-1.971716, -1.683143, -1.148961], [0.606166, -1.230079, 1.638548], [-0.858729, -2.393826, 1.230143], [-1.142112, -0.606052, 1.515690], [0.965276, 1.932935, 1.137429], [1.989852, 2.503011, -0.356360], [0.413255, 2.456889, -0.360655], [1.102198, 0.463683, -2.182951]],
  "forces_ev_per_a": [[1.38, 0.53, 0.58], [1.24, 1.39, -2.07], [1.66, 0.69, -1.52], [0.02, -0.92, 1.40], [-2.94, 2.09, -1.59], [1.98, -1.13, 0.50], [0.57, -0.04, 0.64], [-2.08, -1.26, 0.25], [-2.01, -0.73, 0.15], [0.05, 0.01, 0.70], [-0.21, -0.20, 1.14], [1.00, 0.06, -0.91], [0.94, -0.24, 0.68], [-2.16, 0.57, -1.02], [0.56, -0.82, 1.07]],
  "spin_multiplicity": 1,
  "relative_energy_kj_mol": 133.6,
  "smiles": "C=C(C)[Si@@H](C)Cl",
  "e_tot_ev": -24694.0737,
  "lumo_energy_ha": 0.0323,
  "molar_mass_g_mol": 120.655
}



Record 2
{
  "formula": "C4H9F",
  "method": "ωB97M-V/def2-TZVPD",
  "elements": ["C", "C", "C", "C", "H", "H", "H", "H", "H", "H", "H", "H", "H", "F"],
  "positions_angstrom": [[0.540236, -0.929558, -0.987867], [0.273168, 0.263607, -0.194469], [0.442306, -0.117583, 1.378105], [-1.074312, 0.904691, -0.244418], [-0.904487, -1.321706, -1.176428], [1.145188, -2.149145, 0.082430], [1.536245, -0.571744, -2.305421], [0.632582, 1.361725, -0.589822], [-0.080081, -1.005201, 1.513685], [0.192032, 0.654919, 2.145179], [1.498983, -0.484372, 1.627185], [-1.116208, 1.929801, 0.302488], [-1.914712, 0.420308, 0.156761], [-1.170938, 1.044260, -1.707409]],
  "forces_ev_per_a": [[-1.09, -3.23, -1.53], [0.86, 4.08, 3.56], [3.20, 1.70, -0.64], [0.01, 1.60, -1.73], [4.68, 0.41, -0.25], [-1.28, 3.05, -3.13], [-2.99, -1.41, 3.60], [1.57, -3.08, 1.05], [-1.63, -1.37, 0.29], [-0.10, -0.45, -0.86], [-1.12, 0.93, -0.61], [0.43, -1.43, -1.35], [-1.35, -1.44, -0.10], [-1.20, 0.65, 1.71]],
  "spin_multiplicity": 1,
  "relative_energy_kj_mol": 848.7,
  "e_tot_ev": -7002.9153,
  "lumo_energy_ha": -0.0019,
  "molar_mass_g_mol": 76.114
}



Record 3
{
  "formula": "C4H9F2NO",
  "method": "ωB97M-V/def2-TZVPD",
  "elements": ["C", "C", "C", "C", "H", "H", "H", "H", "H", "H", "H", "H", "H", "N", "O", "F", "F"],
  "positions_angstrom": [[-1.261633, 0.236483, 0.878670], [-0.231678, -0.096883, -0.088208], [-0.482055, 0.483696, -1.484020], [1.127576, 0.250759, 0.505934], [-2.326242, -0.180635, 0.719699], [-1.446435, 1.275052, 0.964001], [-0.899888, -0.088313, 1.849007], [0.189566, -1.742652, 0.567213], [-0.494267, 1.571955, -1.526479], [0.385067, 0.091856, -2.122909], [-2.427432, 0.399995, -1.657654], [-1.808232, -1.081182, -2.177973], [1.790557, 0.379697, -0.344793], [-1.688484, 0.003341, -2.228939], [-0.066473, -1.521708, -0.341757], [1.508960, -0.738120, 1.409844], [1.210508, 1.435917, 1.167074]],
  "forces_ev_per_a": [[-3.11, -1.24, 1.49], [0.22, -0.76, -1.87], [1.52, -1.52, -2.15], [0.64, 0.74, -0.84], [1.87, 0.12, -0.05], [0.23, 1.30, -0.03], [-0.39, -0.14, 0.44], [-0.04, -1.29, -0.47], [0.05, 0.01, 0.21], [-0.82, 0.88, 0.88], [-0.70, -0.32, -0.41], [0.57, 2.64, 0.13], [0.84, -0.77, 0.24], [0.16, -1.48, 1.52], [-0.53, 1.00, 1.15], [0.01, 0.91, -0.53], [-0.53, -0.08, 0.29]],
  "spin_multiplicity": 1,
  "relative_energy_kj_mol": 164.6,
  "smiles": "C[C@@](O)(CN)C(F)F",
  "e_tot_ev": -13265.7813,
  "lumo_energy_ha": 0.0302,
  "molar_mass_g_mol": 125.118
}



Record 4
{
  "formula": "C4H9F2NO4S2",
  "method": "ωB97M-V/def2-TZVPD",
  "elements": ["C", "C", "C", "C", "N", "S", "O", "O", "F", "S", "O", "O", "F", "H", "H", "H", "H", "H", "H", "H", "H", "H"],
  "positions_angstrom": [[-1.675468, 1.364713, -0.495675], [-0.762879, 0.116763, -0.592694], [-1.009702, -0.524521, -1.990638], [0.742148, 0.459061, -0.459015], [1.462837, -0.145631, 0.704566], [1.088438, 0.597665, 2.180836], [2.126144, 0.315407, 3.051118], [-0.218685, 0.332905, 2.600396], [1.183571, 2.084351, 1.793280], [1.358672, -1.825611, 0.764727], [1.189285, -2.276425, -0.549432], [2.455528, -2.323228, 1.449285], [0.103735, -2.204210, 1.576436], [-1.223550, 2.190363, 0.057252], [-1.991138, 1.729537, -1.469806], [-2.582249, 1.079764, 0.038132], [-1.122352, -0.593822, 0.146798], [-1.819358, -1.248190, -1.912521], [-0.128581, -1.033143, -2.376174], [-1.286288, 0.227183, -2.728031], [1.274113, 0.134892, -1.347533], [0.835781, 1.542181, -0.441307]],
  "forces_ev_per_a": [[-0.09, -0.28, 0.64], [-0.28, 0.40, -1.46], [0.05, -0.13, 0.33], [-0.70, -0.14, -0.46], [-1.51, 0.77, 0.28], [0.18, -0.72, -0.01], [2.07, -0.22, 1.24], [-1.70, 0.25, -0.34], [0.01, 0.19, -0.59], [1.17, -0.27, -1.07], [-1.11, 0.18, -1.35], [1.39, -0.27, 2.01], [-0.41, 0.45, 0.09], [0.00, -0.05, 0.04], [0.18, 0.07, -0.08], [-0.08, 0.17, 0.00], [0.46, 0.00, 0.25], [-0.06, -0.01, -0.20], [-0.05, -0.22, 0.14], [-0.04, 0.05, 0.01], [0.14, -0.17, 0.10], [0.38, -0.05, 0.42]],
  "spin_multiplicity": 1,
  "relative_energy_kj_mol": 0.0,
  "e_tot_ev": -41077.8187,
  "lumo_energy_ha": 0.0205,
  "molar_mass_g_mol": 237.249
}



Record 5
{
  "formula": "C4H9FN2",
  "method": "ωB97M-V/def2-TZVPD",
  "elements": ["C", "C", "C", "C", "H", "H", "H", "H", "H", "H", "H", "H", "H", "N", "N", "F"],
  "positions_angstrom": [[0.467651, 2.520951, 0.072312], [-0.021431, 1.487194, 1.081118], [0.411037, -0.669707, -0.028169], [-0.316985, -1.849657, -0.549621], [1.359618, 2.148950, -0.415526], [0.649336, 3.469734, 0.566865], [-0.246020, 2.681736, -0.740050], [-0.986137, 1.946968, 1.494911], [0.689553, 1.298979, 1.917842], [-1.362959, 0.277846, 0.131791], [2.119872, 0.055849, 0.508846], [0.311525, -2.345501, -1.374507], [-0.535045, -2.541563, 0.277443], [-0.427743, 0.261201, 0.488509], [1.695951, -0.740348, 0.037751], [-1.568759, -1.396851, -1.056142]],
  "forces_ev_per_a": [[0.32, -0.33, -0.14], [-1.32, 1.55, 0.85], [1.31, 0.19, 0.78], [0.05, -0.82, -1.53], [0.45, 0.20, -0.05], [0.21, 0.13, -0.03], [-0.21, -0.06, 0.27], [1.39, -0.78, 0.02], [-0.41, 0.27, -0.57], [-0.18, -0.37, -0.15], [-0.14, 0.04, 0.00], [-1.23, 0.67, 1.21], [0.08, 0.10, -0.39], [-0.20, -0.08, -0.07], [-0.77, 0.01, -0.16], [0.64, -0.71, -0.04]],
  "spin_multiplicity": 1,
  "relative_energy_kj_mol": 48.9,
  "smiles": "[H]/N=C(/CF)NCC",
  "e_tot_ev": -9991.2572,
  "lumo_energy_ha": 0.0348,
  "molar_mass_g_mol": 104.128
}



Record 6
{
  "formula": "C4H9FN4",
  "method": "ωB97M-V/def2-TZVPD",
  "elements": ["C", "C", "C", "C", "N", "N", "N", "N", "F", "H", "H", "H", "H", "H", "H", "H", "H", "H"],
  "positions_angstrom": [[0.867309, -0.562225, 1.269255], [0.825735, -1.000248, -0.032153], [0.154807, 0.657210, 1.507647], [-1.019784, 0.727383, -0.661861], [-0.630977, 1.261762, 0.604396], [0.171150, -0.296854, -1.012184], [0.243217, 1.237963, 2.662598], [-0.366698, -1.065694, -2.189017], [-2.200973, 0.069566, -0.472096], [1.675401, -0.907889, 1.933694], [1.536575, -1.700549, -0.439770], [-1.038087, 1.447822, -1.511138], [-0.908536, 2.174117, 0.966135], [1.060520, 1.095455, 3.268168], [-0.423856, 1.889797, 2.983641], [0.410818, -1.842126, -2.356120], [-0.689489, -0.294056, -2.836027], [-1.174114, -1.657303, -2.016891]],
  "forces_ev_per_a": [[0.12, 3.10, 3.03], [0.01, -2.63, -5.01], [0.97, -1.81, -0.07], [1.72, -1.01, 1.53], [-0.11, 0.80, -0.56], [-3.35, 1.37, -0.05], [1.67, 0.05, 2.13], [2.16, -0.87, 0.79], [0.78, -0.04, -1.08], [-0.86, 0.06, -0.08], [0.22, -0.23, 0.17], [-0.31, -0.33, 0.80], [-0.45, -0.03, -1.15], [-0.70, -0.12, -0.23], [-0.73, 0.93, 0.42], [-1.50, 2.39, -1.01], [1.22, -1.54, -0.39], [-0.85, -0.07, 0.77]],
  "spin_multiplicity": 3,
  "e_tot_ev": -12949.3787,
  "charge": 2,
  "lumo_energy_ha": [-0.2679, -0.4323],
  "molar_mass_g_mol": 132.142
}



Record 7
{
  "formula": "C4H9IN2",
  "method": "ωB97M-V/def2-TZVPD",
  "elements": ["C", "C", "C", "C", "N", "N", "I", "H", "H", "H", "H", "H", "H", "H", "H", "H"],
  "positions_angstrom": [[-0.071114, 0.182910, 0.299535], [1.006930, -0.309996, -0.189492], [0.552816, 0.777172, -0.998954], [-1.099218, 0.232483, 1.339972], [2.230341, -1.579262, 0.023632], [-2.525516, 0.493649, 0.643630], [-0.566480, 2.161213, 2.474926], [0.017787, 0.618579, -1.930404], [1.243404, 1.657431, -1.000016], [-1.005831, -0.631720, 1.901021], [1.700145, -2.454254, -0.041567], [2.662615, -1.505318, 0.946854], [2.795986, -1.320992, -0.670231], [-2.207520, 1.249915, 0.094854], [-2.677173, -0.195912, -0.073686], [-3.294472, 0.594441, 1.310856]],
  "forces_ev_per_a": [[0.34, -0.62, 0.36], [1.57, -3.65, 1.53], [1.30, 1.66, -1.35], [-0.12, 3.44, -1.20], [-6.13, 1.92, 3.47], [3.04, -1.65, 1.29], [-0.62, -1.56, -0.62], [0.08, -0.08, -0.06], [-1.17, -0.23, 0.16], [-0.69, -1.50, 1.52], [0.54, 0.03, -0.49], [0.06, 0.17, -0.07], [3.35, 0.44, -3.76], [-0.84, 2.31, -0.47], [-0.69, -1.11, -0.02], [-0.01, 0.45, -0.27]],
  "spin_multiplicity": 1,
  "relative_energy_kj_mol": 167.6,
  "smiles": "[NH3+]C1=C([C@H]([NH3+])I)C1",
  "e_tot_ev": -15352.8642,
  "charge": 2,
  "lumo_energy_ha": -0.3127,
  "molar_mass_g_mol": 212.034
}



Record 8
{
  "formula": "C4H9INO",
  "method": "ωB97M-V/def2-TZVPD",
  "elements": ["C", "C", "C", "C", "N", "O", "I", "H", "H", "H", "H", "H", "H", "H", "H", "H"],
  "positions_angstrom": [[0.114716, -0.327112, 0.898461], [-0.533187, 1.775797, -2.097403], [-1.337672, 1.299596, -0.939769], [0.725205, -1.530748, 0.873744], [1.423344, -2.150693, 1.828695], [-0.304334, 0.443586, 1.917818], [0.919186, -2.455646, -1.041247], [-0.125334, 0.221796, -0.158995], [-1.119296, 1.727659, -3.005912], [0.361731, 0.962095, -2.207033], [-0.112387, 2.679049, -1.840118], [-2.269952, 0.646262, -1.033385], [-1.309273, 1.643431, 0.083128], [2.268566, -1.726580, 2.121862], [-0.178940, -0.038132, 2.722237], [1.477627, -3.170362, 1.877917]],
  "forces_ev_per_a": [[-0.24, 0.29, -2.04], [-0.09, -4.00, 1.14], [-1.24, -1.07, -0.61], [-0.70, 0.99, -2.21], [-0.07, -1.11, 1.94], [0.25, 0.40, -1.02], [-0.28, 0.20, -0.21], [0.51, -1.40, 1.99], [0.05, 0.04, -0.23], [-1.82, 1.63, 0.11], [1.17, 2.10, 0.19], [1.55, 0.55, -0.38], [0.47, 0.75, 0.07], [0.73, 0.51, 0.39], [-0.04, -0.53, 1.22], [-0.26, 0.65, -0.34]],
  "spin_multiplicity": 1,
  "relative_energy_kj_mol": 408.8,
  "e_tot_ev": -15920.7068,
  "charge": 1,
  "lumo_energy_ha": [-0.2614, -0.2614],
  "molar_mass_g_mol": 214.026
}